Molecular formula: CH3N2O
Method: DFT, ωB97M-V with the def2-TZVPD basis set

XYZ file:
```
7
Properties=species:S:1:pos:R:3:forces:R:3:mulliken_charge:R:1
N -1.1645 0.4038 0.0247 -0.419 0.177 -0.429 -0.19
C -0.0473 -0.0859 0.3001 -1.215 0.267 1.070 0.32
N 1.1362 -0.4350 -0.0380 0.342 -1.247 -0.233 0.25
O 2.0689 0.3407 -0.0934 0.909 0.602 -0.224 -0.34
H -1.8376 0.6108 0.7728 0.233 -0.113 -0.155 0.32
H -1.4784 0.6372 -0.9287 0.209 -0.082 0.162 0.30
H 1.3227 -1.4715 -0.0374 -0.060 0.395 -0.191 0.33
```
Positions in Å, forces in eV/Å.

HOMO (spin up / spin down)   -15.9 / -15.9 eV
Structure (SMILES)   [NH2+]=C=[NH+][O-]
Net charge   +1
Relative energy (zero: lowest compared OMol25 entry of this formula, charge and spin)   3.631 eV
Energy   -6101.1511 eV
Gap between HOMO and LUMO (spin up / spin down)   9.585 / 9.588 eV
Maximum force   1.6 eV/A



Molecular formula: C3H4N2
Method: DFT, ωB97M-V with the def2-TZVPD basis set

XYZ file:
```
9
Properties=species:S:1:pos:R:3:forces:R:3:mulliken_charge:R:1
N 1.7727 0.0316 0.0991 -0.948 0.271 -0.921 -0.30
C 1.8006 -0.2495 -1.0647 0.426 -0.359 -0.048 -0.08
C 0.2798 0.5620 -0.0383 -0.196 0.459 0.488 0.12
C -0.9423 -0.2966 -0.2376 0.163 -0.056 -0.311 -0.36
N -0.4832 0.1094 1.0781 -0.155 -0.107 0.500 -0.54
H 0.2540 1.6228 -0.2844 0.179 -0.348 0.208 0.38
H -1.8972 0.1584 -0.5302 0.587 -0.059 -0.072 0.23
H -0.8038 -1.3162 -0.5833 0.117 0.086 0.127 0.25
H 0.0373 -0.6295 1.5448 -0.173 0.114 0.028 0.29
```
Positions in Å, forces in eV/Å.

HOMO   -10.3 eV
Relative energy (zero: lowest compared OMol25 entry of this formula, charge and spin)   3.662 eV
Energy   -6152.2393 eV
Gap between HOMO and LUMO   11.261 eV
Maximum force   1.3 eV/A



Molecular formula: C8H13AlHfINOP
Method: DFT, ωB97M-V with the def2-TZVPD basis set

XYZ file:
```
27
Properties=species:S:1:pos:R:3:forces:R:3:mulliken_charge:R:1
C 1.1589 -2.1317 0.9366 1.984 0.235 0.009 -0.84
N 0.4608 -2.3590 -0.3345 -3.398 -1.461 2.371 -0.09
C -0.9405 -2.1167 -0.2761 2.295 -2.642 1.206 -0.51
Al -1.2324 -0.1862 -1.1000 2.110 1.563 -1.401 0.22
C 0.4714 0.8393 -0.5997 -0.175 0.370 0.517 0.52
C 1.7292 0.5473 -1.3672 0.746 1.564 2.188 -0.19
C 2.9541 1.2430 -0.9951 -2.870 -0.265 0.525 -0.55
C 2.8749 2.2145 0.1446 -0.994 -0.538 -0.198 -0.22
C 1.6364 2.5233 0.9110 -1.009 -1.393 -1.397 -0.59
C 0.4110 1.8385 0.5495 3.122 -0.749 -1.341 -0.07
P -3.1393 0.6912 0.0288 -1.770 -1.267 1.339 0.43
O -3.8632 -0.6646 0.7661 0.902 1.691 -0.519 -0.38
I -4.8340 1.4839 -1.5793 0.157 0.218 0.764 0.33
H 1.1162 -1.0650 1.3060 -0.321 -0.677 -0.652 0.31
H 0.7760 -2.7860 1.7798 0.216 0.597 -1.046 0.39
H 2.2501 -2.3560 0.7495 -1.205 0.159 0.412 0.35
H 0.6541 -3.3024 -0.6998 0.429 0.665 -0.821 0.37
H -1.5482 -2.8969 -0.8130 0.495 1.213 -0.173 0.50
H -1.2582 -2.0640 0.8060 0.001 0.865 -1.053 0.32
H -1.4051 -0.2165 -2.6714 -0.379 -0.257 0.212 -0.12
H 1.7084 -0.2130 -2.1935 0.133 0.844 0.951 0.41
H 3.8997 1.0052 -1.5451 -0.899 0.597 0.732 0.42
H 3.8251 2.7213 0.4495 -0.984 -0.523 -0.231 0.42
H 1.5990 3.2345 1.7762 0.496 -0.655 -1.105 0.39
H -0.5733 1.9660 1.0551 1.150 0.083 -0.205 0.11
H -4.2602 -0.4212 1.6273 0.029 -0.509 -0.299 0.34
Hf -4.4709 2.4713 1.2889 -0.263 0.270 -0.785 0.72
```
Positions in Å, forces in eV/Å.

HOMO   -18.0 eV
Net charge   +3
Energy   -37299.7247 eV
Gap between HOMO and LUMO   4.111 eV
Maximum force   4.4 eV/A



Molecular formula: C11H16N2
Method: DFT, ωB97M-V with the def2-TZVPD basis set

XYZ file:
```
29
Properties=species:S:1:pos:R:3:forces:R:3:mulliken_charge:R:1
C -0.4555 2.6016 -0.3188 -3.178 -1.859 1.425 -1.14
C -0.8645 1.0902 -0.2416 -1.280 0.598 -0.149 0.24
C -2.2019 0.8762 -0.1433 -1.193 -2.986 0.502 -0.90
C -2.7597 -0.4812 0.0146 -0.538 1.327 0.108 0.62
N -4.1222 -0.5334 0.3961 -0.284 0.022 -0.259 -0.52
C -1.9688 -1.6222 -0.0259 1.099 1.290 1.514 -1.06
C -0.5403 -1.3518 0.0233 -3.129 -3.124 -0.885 0.13
C -0.1193 -0.0945 -0.1463 4.869 1.789 -0.209 0.42
N 1.3082 0.0974 -0.2716 -0.133 -0.760 -0.194 0.17
C 2.1794 -0.9238 -0.8838 0.054 1.502 -0.735 -0.73
C 3.5580 -0.6983 -0.3465 0.492 0.006 1.644 -0.70
C 3.1438 -0.1699 1.1271 1.009 0.554 -1.227 -0.55
C 2.1383 0.9043 0.6190 -2.582 -1.155 3.569 -0.69
H -0.0688 2.8397 0.6691 0.228 0.491 -0.156 0.29
H 0.1755 2.8864 -1.1033 1.008 0.257 -1.072 0.34
H -1.5136 3.0556 -0.4316 2.113 -0.042 0.100 0.33
H -2.9104 1.6629 -0.0174 -0.377 0.580 -0.173 0.27
H -4.4879 -1.4495 0.6412 0.094 0.469 -0.350 0.19
H -4.8129 0.1190 -0.0040 0.899 -0.737 0.267 0.20
H -2.3579 -2.6009 0.3167 0.174 0.611 -0.693 0.24
H 0.0731 -2.2859 0.0112 -0.042 1.439 0.230 0.26
H 2.0886 -1.9679 -0.8906 -1.643 -1.693 1.164 0.42
H 2.1255 -0.7291 -1.9196 0.270 0.305 -1.607 0.33
H 4.1506 -1.6362 -0.4000 -0.255 0.646 0.303 0.34
H 4.0448 0.0516 -0.9699 0.347 0.258 0.556 0.27
H 3.9254 0.1696 1.8427 -0.167 0.032 -0.928 0.35
H 2.6138 -0.9777 1.6722 -0.036 0.478 -0.521 0.26
H 1.5118 1.3566 1.5128 0.914 -1.139 -1.563 0.27
H 2.4840 1.7734 0.1328 1.265 0.842 -0.661 0.34
```
Positions in Å, forces in eV/Å.

HOMO   -6.9 eV
Structure (SMILES)   Cc1cc(N)ccc1N1CCCC1
Relative energy (zero: lowest compared OMol25 entry of this formula, charge and spin)   2.508 eV
Energy   -14644.5473 eV
Gap between HOMO and LUMO   7.967 eV
Maximum force   5.2 eV/A



Molecular formula: C2H6FO2P
Method: DFT, ωB97M-V with the def2-TZVPD basis set

XYZ file:
```
12
Properties=species:S:1:pos:R:3:forces:R:3:mulliken_charge:R:1
C -0.0335 1.0438 0.5523 0.287 2.332 0.935 -0.64
C 0.6520 -1.2285 0.0869 1.649 -1.609 0.144 -0.35
O 3.4383 -1.4067 0.7721 0.837 -0.499 0.265 -0.43
O -0.1786 -0.1953 -0.1476 -0.677 0.815 -0.399 -0.30
F 3.1360 1.6720 -0.8107 -0.894 -2.581 0.527 -0.66
P 2.5208 -0.9881 -0.2568 -1.558 3.035 1.271 0.72
H 0.8906 1.1876 1.0979 0.938 -0.846 -0.194 0.30
H -0.7374 1.1934 1.4391 0.036 -0.442 -1.762 0.28
H 0.0589 1.9779 -0.1437 -0.904 -2.075 0.845 0.28
H 0.5711 -2.0476 -0.7376 -0.529 1.195 1.201 0.31
H 0.5997 -1.7476 1.1101 0.068 0.867 -1.205 0.34
H 2.6826 -1.2006 -1.5703 0.748 -0.190 -1.628 0.16
```
Positions in Å, forces in eV/Å.

HOMO (spin up / spin down)   -10.2 / -10.2 eV
Relative energy (zero: lowest compared OMol25 entry of this formula, charge and spin)   6.395 eV
Energy   -18268.1106 eV
Gap between HOMO and LUMO (spin up / spin down)   8.012 / 8.010 eV
Maximum force   3.6 eV/A



Molecular formula: C4H9NO3
Method: DFT, ωB97M-V with the def2-TZVPD basis set

XYZ file:
```
17
Properties=species:S:1:pos:R:3:forces:R:3:mulliken_charge:R:1
C 1.5975 -0.6973 -0.3719 -0.232 -0.074 -0.074 -1.26
C 0.0794 -0.5229 -0.3759 0.269 0.239 0.206 -0.41
C -0.2502 0.7603 0.3580 -3.302 0.432 -0.552 0.01
O 0.0808 0.7675 1.6825 0.254 -0.100 0.632 -0.50
C -2.0858 1.0299 0.1895 3.548 -1.292 -0.858 -0.77
N -2.4175 1.9022 1.2562 -0.286 0.309 0.292 0.99
O -2.3712 1.4063 2.3746 -0.241 -0.035 0.488 -0.63
O -2.6559 3.0652 1.0256 -0.030 0.278 0.027 -0.59
H 2.0737 0.1438 -0.8708 0.115 0.048 -0.068 0.33
H 1.9582 -0.7370 0.6511 0.102 -0.031 0.081 0.31
H 1.8794 -1.6121 -0.8842 0.105 -0.091 -0.052 0.37
H -0.3884 -1.3723 0.1252 -0.123 0.036 -0.003 0.30
H -0.2951 -0.4640 -1.3982 -0.077 -0.025 -0.050 0.29
H 0.1776 1.6376 -0.1362 -0.007 -0.060 0.039 0.35
H -0.6881 0.5815 2.2604 0.240 0.107 -0.360 0.44
H -2.5039 0.0397 0.3265 -0.168 0.119 0.148 0.34
H -2.2548 1.4630 -0.7870 -0.166 0.139 0.106 0.41
```
Positions in Å, forces in eV/Å.

HOMO   -10.6 eV
Structure (SMILES)   CC[C@H](O)C[N+](=O)[O-]
Relative energy (zero: lowest compared OMol25 entry of this formula, charge and spin)   4.553 eV
Energy   -11922.9881 eV
Gap between HOMO and LUMO   10.666 eV
Maximum force   3.9 eV/A



Molecular formula: C34H31N2RhTe
Method: DFT, ωB97M-V with the def2-TZVPD basis set

XYZ file:
```
69
Properties=species:S:1:pos:R:3:forces:R:3:mulliken_charge:R:1
Rh 0.1682 -0.3392 -0.4985 -0.304 -0.514 -0.686 -0.73
N 0.4691 -0.7369 -2.8609 -0.154 -0.036 0.297 -0.19
C -0.7597 -1.1584 -3.4263 -0.179 -0.059 -0.211 0.62
C -0.7812 -2.3384 -4.1648 0.051 0.032 0.082 -0.78
C -1.9595 -2.8267 -4.6997 0.006 -0.012 0.028 -0.61
C -3.1351 -2.1217 -4.5044 -0.079 -0.034 -0.074 -0.80
C -3.1181 -0.9472 -3.7710 0.082 -0.092 -0.067 -0.84
C -1.9443 -0.4344 -3.2136 0.023 -0.085 0.110 0.53
C -2.0377 0.7977 -2.3804 -0.153 0.395 0.158 1.22
C -2.9193 1.8101 -2.7875 0.061 -0.101 -0.098 -0.55
C -3.1740 2.9085 -1.9862 -0.119 0.118 -0.075 -0.85
C -2.5504 3.0249 -0.7534 0.149 -0.040 0.103 -0.63
C -1.6437 2.0508 -0.3580 -0.298 0.189 -0.179 -0.40
C -1.3748 0.9427 -1.1550 0.263 -0.176 0.082 0.39
H 1.2411 -1.3220 -3.1453 0.053 0.017 -0.015 0.15
H 0.6922 0.2379 -3.0172 -0.045 0.020 0.043 0.11
H 0.1478 -2.8773 -4.3172 0.003 -0.002 -0.006 0.32
H -1.9559 -3.7511 -5.2621 0.002 0.004 -0.009 0.39
H -4.0653 -2.4909 -4.9163 -0.012 0.011 0.024 0.40
H -4.0482 -0.4216 -3.6003 0.014 0.022 0.050 0.50
H -3.4057 1.7309 -3.7537 -0.021 0.031 0.006 0.55
H -3.8641 3.6734 -2.3207 0.012 -0.008 -0.025 0.38
H -2.7482 3.8746 -0.1104 -0.027 0.023 -0.034 0.44
H -1.1394 2.1739 0.5973 0.044 -0.035 -0.007 0.37
N 1.4720 1.0270 -0.8520 0.212 1.094 0.273 -0.43
C 1.7587 2.1774 -0.3500 0.344 -0.672 -0.003 -0.10
C 2.6046 2.1728 0.8742 0.117 -0.122 0.217 0.21
C 3.7862 2.9151 0.9204 -0.134 -0.064 -0.055 -0.16
C 4.6661 2.7593 1.9780 0.069 0.011 0.019 -0.75
C 4.3788 1.8710 3.0057 0.038 0.017 -0.030 -0.41
C 3.1907 1.1547 2.9852 0.051 -0.028 0.064 -0.95
C 2.3127 1.3014 1.9249 -0.087 0.138 -0.127 -0.11
C 1.3572 3.4394 -0.9820 -0.263 0.402 -0.271 0.92
C 0.8758 3.4566 -2.2960 0.126 -0.147 0.134 -0.38
C 0.3584 4.6108 -2.8482 -0.059 0.044 -0.091 -0.67
C 0.3020 5.7809 -2.1025 0.051 -0.058 0.071 -0.47
C 0.8039 5.7868 -0.8079 -0.069 0.135 -0.047 -0.84
C 1.3260 4.6327 -0.2507 0.041 -0.240 -0.022 -0.32
H 4.0241 3.5822 0.1014 0.021 0.026 0.014 0.48
H 5.5938 3.3171 1.9912 -0.007 0.009 -0.004 0.38
H 5.0903 1.7312 3.8090 -0.051 0.028 0.053 0.39
H 2.9565 0.4727 3.7929 -0.028 0.001 -0.010 0.44
H 1.3793 0.7506 1.8988 0.021 -0.072 0.028 0.50
H 0.9078 2.5463 -2.8800 -0.033 -0.017 0.022 0.21
H -0.0121 4.5935 -3.8651 -0.033 0.011 0.011 0.41
H -0.1365 6.6759 -2.5240 0.052 0.020 -0.012 0.40
H 0.7778 6.6968 -0.2217 -0.018 -0.009 0.005 0.40
H 1.6877 4.6453 0.7688 -0.013 -0.005 0.018 0.44
C 0.5195 -4.9172 5.5272 0.003 0.051 -0.048 -1.44
C 0.0778 -4.3093 4.2253 -0.070 0.001 -0.032 0.59
C 0.9734 -3.6792 3.3744 -0.037 -0.056 0.070 -1.03
C 0.5752 -3.1526 2.1500 0.036 0.080 -0.079 0.96
C 1.6285 -2.5890 1.2432 -0.004 0.020 -0.002 -0.35
C -0.7761 -3.2220 1.7797 0.037 0.006 -0.159 -0.19
Te -1.4667 -2.3344 -0.0250 0.069 -0.077 0.309 0.32
C -1.6958 -3.8623 2.6255 -0.106 -0.040 -0.026 1.10
C -3.1576 -3.9866 2.2884 0.045 0.037 0.013 -1.75
C -1.2507 -4.3955 3.8270 0.047 0.013 -0.008 -0.90
H 1.5620 -4.6815 5.7358 0.005 -0.021 0.030 0.35
H 0.4124 -6.0029 5.4951 0.025 -0.005 0.030 0.32
H -0.0900 -4.5512 6.3542 0.013 -0.006 0.018 0.35
H 2.0165 -3.6095 3.6632 0.015 -0.007 -0.034 0.27
H 2.5483 -2.3688 1.7834 0.006 -0.005 0.000 0.35
H 1.2855 -1.6576 0.7536 0.255 -0.203 0.233 -0.34
H 1.8550 -3.2968 0.4433 0.033 0.055 -0.046 0.36
H -3.6930 -3.0674 2.5371 -0.012 0.007 -0.052 0.32
H -3.6079 -4.7989 2.8570 -0.022 0.004 0.000 0.39
H -3.3056 -4.1780 1.2261 -0.055 -0.026 0.017 0.39
H -1.9661 -4.8963 4.4707 -0.005 0.001 0.010 0.37
```
Positions in Å, forces in eV/Å.

Spin multiplicity   5
HOMO (spin up / spin down)   -5.5 / -7.5 eV
Energy   -49039.8175 eV
Gap between HOMO and LUMO (spin up / spin down)   5.853 / 5.711 eV
Maximum force   1.1 eV/A



Molecular formula: C3H7O3
Method: DFT, ωB97M-V with the def2-TZVPD basis set

XYZ file:
```
13
Properties=species:S:1:pos:R:3:forces:R:3:mulliken_charge:R:1
O -1.3336 -0.2974 2.3027 -1.283 0.452 1.631 -0.59
C -2.4480 -0.0761 2.8766 -2.857 -0.949 -2.799 0.00
O -3.4045 -0.9134 3.1451 2.658 1.735 0.263 -0.64
H -2.9331 1.0431 2.7763 1.494 -1.445 0.782 0.19
H -0.4189 -0.2767 0.5169 -0.472 -0.428 0.809 0.33
C 0.8219 -0.3199 -1.0630 -1.488 -2.023 1.070 -0.09
O 0.0476 0.3797 0.0063 2.272 1.004 -2.865 -0.47
C 1.9075 0.3958 -1.8804 -3.477 1.637 -1.466 -1.04
H 1.2545 -1.2085 -0.4470 -0.502 1.041 -1.745 0.24
H 0.0760 -0.6174 -1.8714 0.697 -0.416 1.248 0.18
H 2.5445 -0.1947 -2.5054 -0.039 -0.991 -0.201 0.34
H 1.3768 1.1690 -2.6105 1.123 -1.396 1.528 0.22
H 2.5092 0.9165 -1.2463 1.874 1.779 1.746 0.34
```
Positions in Å, forces in eV/Å.

HOMO   -4.0 eV
Net charge   -1
Relative energy (zero: lowest compared OMol25 entry of this formula, charge and spin)   2.307 eV
Energy   -9366.8512 eV
Gap between HOMO and LUMO   7.449 eV
Maximum force   4.1 eV/A